Record 1
Computed, not measured: a gas-phase ion, C4H9N2 (charge +1) in a non-equilibrium geometry, with ωB97M-V/def2-TZVPD.

## Properties
* E_tot: -266.95482 Eh
* ΔE to the lowest compared entry with this formula, charge and spin: 90.65 kcal/mol
* spin multiplicity: 1
* largest force on an atom: 4.3 eV/A
* highest occupied orbital energy: -0.5026 Ha
* Kohn-Sham gap: 10.028 eV
* SMILES: [H]/N=C1/C[C@H]1[NH2+]C
* total charge: +1

Each line ends with the Mulliken charge.
Geometry (Å):
H  0.801  3.103  -0.360  0.2868
N  0.328  2.673  0.472  -0.5180
C  0.441  1.503  0.734  0.4189
C  -0.216  0.478  1.587  -0.5246
C  0.603  0.052  0.333  -0.5062
N  -0.061  -0.330  -0.918  -0.1513
C  -0.519  -1.693  -0.829  -0.7493
H  0.128  0.103  2.553  0.2835
H  -1.285  0.333  1.382  0.2355
H  1.656  -0.431  0.283  0.4402
H  -0.897  0.278  -1.137  0.4086
H  0.749  -0.042  -1.500  0.3852
H  0.316  -2.309  -0.583  0.3420
H  -1.372  -1.653  -0.131  0.3019
H  -0.672  -2.064  -1.887  0.3468

Record 2
Computed, not measured: a molecular structure, C4H9N2 in a non-equilibrium geometry, with ωB97M-V/def2-TZVPD.

## Properties
* E_tot: -266.89192 Eh
* ΔE to the lowest compared entry with this formula, charge and spin: 130.12 kcal/mol
* spin multiplicity: 1
* largest force on an atom: 5.7 eV/A
* highest occupied orbital energy (spin up / spin down): -0.4372 / -0.4372 Ha
* Kohn-Sham gap (spin up / spin down): 7.284 / 7.284 eV
* total charge: +1

Each line ends with the Mulliken charge.
Geometry (Å):
C  -0.222  -1.267  1.019  -0.8116
C  -1.229  -0.603  1.928  -0.1264
C  0.329  0.080  0.824  -0.2688
C  0.412  0.367  -1.609  -0.3271
N  -0.587  0.574  1.767  -0.0935
N  0.667  1.190  -2.657  -0.2518
H  0.366  -1.846  1.620  0.3266
H  -0.537  -1.840  0.284  0.4106
H  -1.982  -0.980  2.466  0.5013
H  -0.571  -0.073  -1.509  0.3209
H  1.239  -0.375  -1.526  0.2943
H  1.404  0.225  1.077  0.2440
H  -0.762  1.544  2.109  0.2641
H  -0.127  1.589  -3.107  0.2693
H  1.601  1.416  -2.687  0.2483

Record 3
Computed, not measured: 2 unconnected molecules or ions with the total composition C4H9N2 in a non-equilibrium geometry, with ωB97M-V/def2-TZVPD.

## Properties
* E_tot: -267.00876 Eh
* ΔE to the lowest compared entry with this formula, charge and spin: 56.81 kcal/mol
* spin multiplicity: 1
* largest force on an atom: 3.6 eV/A
* highest occupied orbital energy: -0.5900 Ha
* Kohn-Sham gap: 13.339 eV
* total charge: +1

Each line ends with the Mulliken charge.
Geometry (Å):
C  0.794  1.251  -1.490  0.1908
C  -1.477  -1.452  1.336  -0.3992
C  0.015  -1.692  1.426  -0.1948
C  1.758  1.605  -2.504  -0.6564
N  -0.474  -0.293  1.525  -0.1818
N  0.059  0.961  -0.654  -0.4467
H  -1.996  -1.425  0.426  0.2782
H  -2.042  -1.618  2.186  0.2937
H  0.456  -2.122  2.357  0.2714
H  0.634  -2.120  0.453  0.2423
H  2.338  0.680  -2.521  0.2602
H  1.185  1.671  -3.434  0.2837
H  2.237  2.586  -2.112  0.2933
H  -0.477  0.475  0.764  0.4370
H  -0.604  0.146  2.471  0.3285

Record 4
Computed, not measured: a gas-phase ion, C4H9N2 (charge +1) in a non-equilibrium geometry, with ωB97M-V/def2-TZVPD.

## Properties
* E_tot: -266.96382 Eh
* ΔE to the lowest compared entry with this formula, charge and spin: 85.01 kcal/mol
* spin multiplicity: 1
* largest force on an atom: 4.9 eV/A
* highest occupied orbital energy: -0.5209 Ha
* Kohn-Sham gap: 8.020 eV
* total charge: +1

Each line ends with the Mulliken charge.
Geometry (Å):
C  0.191  2.002  0.455  -0.1447
C  -1.012  -0.013  -0.159  -0.7399
C  0.034  -1.043  0.288  0.2550
C  0.584  -2.024  -0.635  -1.0389
N  -1.071  1.328  0.347  -0.2171
N  1.236  1.248  0.406  -0.4990
H  0.248  3.030  0.519  0.4558
H  -0.899  0.056  -1.203  0.3476
H  -1.906  -0.382  0.116  0.4801
H  0.274  -1.015  1.276  0.4433
H  1.063  -1.414  -1.311  0.3778
H  -0.114  -2.476  -1.347  0.4011
H  1.168  -2.748  -0.043  0.3192
H  -1.815  1.614  0.991  0.3106
H  2.019  1.837  0.299  0.2493

- Which value of largest force on an atom does entry 4 give?
  4.9 eV/A

- Among the records above, which one has the lowest ΔE to the lowest compared entry with this formula, charge and spin?
  number 3

- The lowest E_tot belongs to which entry?
  number 3

Please write out number 4 again, unchanged.
Computed, not measured: a gas-phase ion, C4H9N2 (charge +1) in a non-equilibrium geometry, with ωB97M-V/def2-TZVPD.

## Properties
* E_tot: -266.96382 Eh
* ΔE to the lowest compared entry with this formula, charge and spin: 85.01 kcal/mol
* spin multiplicity: 1
* largest force on an atom: 4.9 eV/A
* highest occupied orbital energy: -0.5209 Ha
* Kohn-Sham gap: 8.020 eV
* total charge: +1

Each line ends with the Mulliken charge.
Geometry (Å):
C  0.191  2.002  0.455  -0.1447
C  -1.012  -0.013  -0.159  -0.7399
C  0.034  -1.043  0.288  0.2550
C  0.584  -2.024  -0.635  -1.0389
N  -1.071  1.328  0.347  -0.2171
N  1.236  1.248  0.406  -0.4990
H  0.248  3.030  0.519  0.4558
H  -0.899  0.056  -1.203  0.3476
H  -1.906  -0.382  0.116  0.4801
H  0.274  -1.015  1.276  0.4433
H  1.063  -1.414  -1.311  0.3778
H  -0.114  -2.476  -1.347  0.4011
H  1.168  -2.748  -0.043  0.3192
H  -1.815  1.614  0.991  0.3106
H  2.019  1.837  0.299  0.2493